# 1
Formula: C17H22ClF6N4S
Source: the OMol25 dataset
Level of theory: ωB97M-V/def2-TZVPD

Values from the calculation:
HOMO-LUMO gap, eV: 6.02
Charge: +1

```
51
Properties=species:S:1:pos:R:3:forces:R:3
C -3.469892 -0.719749 4.061692 -0.438 0.431 0.015
N -2.133807 -1.349652 4.045838 1.766 0.654 -0.043
C -2.051786 -2.826616 4.074352 -0.077 -0.094 -0.042
C -1.055957 -0.613027 4.014923 -0.915 -0.669 0.272
Cl 0.506588 -1.247172 3.991128 -0.643 0.109 -0.014
H -4.206019 -1.528200 4.051199 0.129 0.392 -0.002
H -3.607120 -0.096834 4.957098 0.158 -0.342 -0.179
H -3.607164 -0.073335 3.184231 0.127 -0.334 0.179
H -3.078286 -3.190255 4.094168 0.294 -0.138 -0.002
H -1.530344 -3.198723 3.186615 -0.148 0.155 0.117
H -1.508265 -3.164753 4.962915 -0.149 0.179 -0.124
H -1.126627 0.475472 4.052805 -0.060 -0.134 -0.130
F -3.471222 8.867348 8.886600 0.960 -0.921 0.117
C -2.461488 7.946514 9.016571 -0.199 0.699 0.884
F -1.292502 8.646014 9.116243 -1.002 -0.664 -0.147
F -2.656518 7.315606 10.221167 0.173 0.595 -1.172
C -2.459481 6.959321 7.873156 0.080 -0.056 -0.175
C -1.328888 6.792647 7.088551 -0.074 -0.293 -0.208
C -1.323745 5.855527 6.039107 -0.136 0.278 0.579
N -0.141434 5.761677 5.282535 0.309 -0.849 -0.580
C 0.284954 4.681883 4.518983 0.782 1.342 -0.128
S -0.502361 3.223594 4.370641 0.054 -0.525 -0.023
N 1.451890 4.943949 3.869843 -0.210 -0.539 -0.191
C 2.057525 4.019881 2.874220 0.122 0.400 0.357
C 1.460997 4.250524 1.485379 -1.248 0.494 0.401
C 1.854941 5.611531 0.849799 -0.233 -0.405 0.216
C 2.036509 5.322145 -0.654142 0.135 -0.166 -0.025
C 1.773780 3.811621 -0.827190 -0.406 -0.004 -0.178
N 1.843667 3.268691 0.525587 1.190 -0.551 -0.359
C -2.460534 5.090246 5.795974 -0.427 -0.150 -0.201
C -3.597302 5.283841 6.583316 0.180 0.356 0.246
C -4.829594 4.454129 6.320059 -0.759 -0.344 -0.091
F -5.979958 5.075119 6.722261 1.167 -0.644 -0.389
F -4.970501 4.162591 4.988872 0.091 0.129 1.117
F -4.774068 3.250772 6.986438 -0.092 0.936 -0.636
C -3.608064 6.208127 7.622444 0.095 -0.081 -0.123
H -0.428853 7.367446 7.284953 -0.153 0.003 0.047
H 0.517688 6.537311 5.362805 -0.474 -0.396 0.064
H 1.833087 5.884373 3.925500 -0.109 -0.372 -0.078
H 3.139280 4.221590 2.850001 -0.305 -0.186 0.098
H 1.864396 2.997522 3.225784 0.191 0.341 -0.142
H 0.356815 4.206195 1.640460 0.304 0.370 -0.039
H 1.054919 6.334328 1.038282 0.291 0.038 -0.035
H 2.794757 5.983953 1.279764 -0.255 -0.042 -0.008
H 1.339607 5.905676 -1.261613 0.250 -0.052 0.031
H 3.063709 5.553072 -0.958115 -0.308 0.068 -0.019
H 0.779894 3.648929 -1.287669 0.233 0.075 0.134
H 2.515117 3.343251 -1.486368 -0.145 0.043 0.197
H 1.432734 2.352080 0.645893 -0.056 0.228 -0.041
H -2.477429 4.338962 5.002177 -0.043 0.613 0.420
H -4.495503 6.346089 8.222937 -0.019 0.021 0.034
```
Positions in Å, forces in eV/Å.



# 2
Formula: C20H57B2Mn2O11
Source: the OMol25 dataset
Level of theory: ωB97M-V/def2-TZVPD

Values from the calculation:
HOMO-LUMO gap (spin up / spin down), eV: 2.34 / 2.32
Charge: -1
Multiplicity: 11

```
92
Properties=species:S:1:pos:R:3:forces:R:3
Mn 2.164354 -0.326327 0.226136 -0.234 -1.169 -2.918
Mn -1.390591 -2.751591 0.915727 -0.565 -3.842 -1.775
C 2.960107 -0.338393 -4.026288 0.182 0.014 -0.014
C 1.791793 -0.799397 -3.108896 0.462 1.389 -0.118
O 2.144890 -0.939735 -1.791978 0.551 -0.144 1.545
H 3.628403 0.422116 -3.622405 -0.221 0.213 0.797
H 2.611418 0.148216 -4.937177 -0.297 -0.387 -0.329
H 3.655072 -1.138870 -4.279981 -0.227 -0.319 -0.146
H 1.297937 -1.641450 -3.593830 0.209 -0.736 0.243
H 1.018518 -0.034086 -3.175520 -0.382 0.617 -0.239
O -1.703379 -6.843654 -2.193438 1.839 0.897 -0.386
C -0.610276 -5.959949 -2.329884 -3.890 -0.572 1.853
C -0.380648 -5.099090 -0.988721 -0.462 -1.192 0.463
O -1.481142 -4.576625 -0.206572 0.534 2.614 -0.242
H -0.821229 -5.248751 -3.128507 0.032 0.818 -0.697
H 0.305848 -6.469645 -2.628257 0.970 -0.075 0.315
H 0.372861 -4.349207 -1.229546 0.387 0.594 -0.013
H 0.022232 -5.810476 -0.267807 0.759 -0.386 -0.074
B 0.011534 -1.048362 0.889675 0.099 0.465 0.003
H 0.838362 -1.685948 1.161857 2.669 -2.616 1.203
H 0.406803 -0.073436 0.649830 0.259 3.847 -0.705
H -0.443465 -1.422903 -0.014170 -1.352 -1.189 -3.998
H -0.760305 -1.013807 1.642870 -2.367 0.823 3.288
B -1.385747 -3.456495 3.081209 0.107 -0.103 0.987
H -0.534758 -3.045141 2.560773 3.704 1.788 -1.467
H -2.197107 -3.599020 2.384335 -3.766 -0.790 -2.628
H -1.057198 -4.419054 3.441429 0.963 -3.662 1.064
H -1.718528 -2.879232 3.929900 -1.077 2.635 2.954
C -4.666124 1.357353 -1.084120 0.034 -0.708 -0.807
O -4.031003 0.230716 -1.686914 0.272 1.220 1.112
C -2.856582 0.596274 -2.385369 -0.520 -1.496 -0.923
C -2.172058 -0.727900 -2.853809 -1.408 -0.449 0.344
O -3.227564 -1.631665 -3.165276 -0.824 -0.686 -1.061
C -2.938995 -2.678254 -4.121503 -0.036 0.613 -0.313
H -4.004298 1.917993 -0.423986 0.018 -0.314 0.549
H -5.569527 0.947823 -0.632170 0.203 0.299 0.424
H -4.972426 2.111238 -1.809333 -0.156 -0.021 -0.561
H -2.188843 1.273901 -1.853355 0.173 -0.124 0.494
H -3.196315 1.127018 -3.274747 0.132 0.223 -0.382
H -1.656138 -1.287325 -2.073435 0.911 0.755 0.089
H -1.587149 -0.478029 -3.738985 0.491 -0.246 0.053
H -2.343136 -3.519500 -3.767458 0.750 0.510 0.316
H -2.601625 -2.177042 -5.028741 0.904 -0.180 -0.092
H -3.796860 -3.220373 -4.519316 -0.931 0.559 0.801
C -3.735684 7.197265 1.409195 -0.218 0.958 -0.891
O -3.258549 5.989149 1.894444 -0.116 0.094 0.539
C -4.105540 4.968412 1.469886 0.165 -3.008 0.498
C -4.017795 3.748579 2.509325 0.582 2.203 -0.797
O -2.697846 3.254217 2.534701 -0.010 0.234 0.750
C -2.544358 1.881195 2.283448 0.779 0.162 -0.160
H -4.821144 7.202449 1.508462 -0.121 0.563 0.235
H -3.531675 7.336666 0.347566 0.017 -0.352 -0.492
H -3.265032 8.083935 1.833921 -0.017 -0.353 0.727
H -3.819428 4.616296 0.478799 0.374 -0.176 -0.241
H -5.155110 5.225669 1.327358 -0.207 0.554 0.539
H -4.784330 2.994225 2.331905 0.073 -0.079 -0.151
H -4.160781 4.240680 3.471344 -0.426 -0.193 0.231
H -2.793047 1.798780 1.225401 0.008 -1.236 0.124
H -2.997759 1.187134 2.991124 -1.131 0.188 -0.227
H -1.508946 1.619374 2.501347 0.377 0.327 -0.644
C 2.063081 1.429732 3.070835 2.581 -0.871 0.930
O 2.397412 0.254603 2.271455 0.077 -0.572 2.431
C 3.363918 -0.640473 2.972510 -0.482 -0.226 -1.252
C 3.139590 -2.052311 2.420960 0.579 0.428 0.170
O 3.271465 -1.983926 0.999671 0.519 -0.003 0.209
C 3.325147 -3.292772 0.424045 -0.767 -0.986 0.870
H 1.856801 1.197602 4.115670 -1.227 -0.678 -0.173
H 1.385705 2.181270 2.665320 0.226 -0.608 -0.445
H 3.084652 1.750934 3.274128 0.044 1.620 -0.446
H 3.342127 -0.579062 4.060562 -0.754 -0.040 -0.029
H 4.407979 -0.453404 2.721394 -0.047 0.979 -0.387
H 2.190107 -2.469608 2.756286 -0.111 -0.195 -0.295
H 3.992802 -2.675523 2.688801 -0.152 -0.172 0.847
H 3.325317 -3.245797 -0.664941 -0.424 0.128 0.314
H 2.530254 -3.843559 0.926918 -1.018 -0.064 -1.100
H 4.110039 -3.945344 0.806389 1.223 0.763 -0.078
C 0.573671 2.453438 -0.154485 -0.519 -0.354 0.417
O 1.814792 1.827661 0.001258 1.285 1.131 0.372
C 2.837213 2.526649 -0.744289 -0.105 -2.118 0.061
C 4.158011 2.001428 -0.144870 0.360 -0.054 -0.199
O 4.122993 0.593586 0.261528 2.957 1.041 -0.982
C 5.542425 0.072599 0.275239 -1.043 0.011 0.739
H -0.123407 1.887150 0.463186 -0.194 0.079 -0.286
H 0.314864 2.380098 -1.210771 -0.448 0.468 -0.012
H 0.648814 3.456865 0.264553 -0.261 0.296 -0.420
H 2.769298 3.611605 -0.664599 -0.034 0.013 0.329
H 2.611347 2.232598 -1.769294 0.661 0.068 -0.336
H 4.385604 2.670291 0.685148 -0.052 -0.397 0.645
H 5.031235 2.101578 -0.789493 -0.360 0.205 -0.549
H 6.130073 0.126598 -0.641201 -0.795 0.360 -0.516
H 5.541839 -0.976616 0.570642 -0.543 0.146 -0.039
H 6.114740 0.616167 1.026968 -0.208 0.228 0.161
```
Positions in Å, forces in eV/Å.



# 3
Formula: C16H18Cl3N5O2V
Source: the OMol25 dataset
Level of theory: ωB97M-V/def2-TZVPD

Values from the calculation:
HOMO-LUMO gap (spin up / spin down), eV: 6.29 / 6.96
Charge: +2
Multiplicity: 2

```
45
Properties=species:S:1:pos:R:3:forces:R:3
V 0.479891 0.363694 0.004588 0.026 0.081 -0.003
O -0.610937 -2.166753 -2.703297 0.003 0.000 -0.004
C -0.145852 -1.220740 -2.185789 0.000 -0.004 0.004
O -0.081992 -1.078878 -0.795321 -0.043 -0.029 0.005
C 0.466883 -0.016758 -2.820858 0.003 -0.012 -0.001
C 0.521894 0.133945 -4.195566 0.005 0.010 0.002
C 1.106286 1.280668 -4.681837 -0.010 -0.004 0.000
C 1.621150 2.244347 -3.798284 0.004 -0.002 -0.001
C 2.217410 3.440342 -4.271911 0.001 0.000 0.002
C 2.691512 4.368723 -3.394753 0.001 0.000 -0.001
C 2.589157 4.142031 -2.004489 -0.003 0.001 0.001
C 2.023415 2.998986 -1.508058 0.005 0.000 -0.004
C 1.526895 2.022999 -2.396402 -0.002 0.006 0.004
N 0.938533 0.866814 -1.941247 0.001 -0.008 0.015
H 0.111043 -0.637003 -4.832076 -0.001 -0.001 0.001
H 1.171460 1.452903 -5.749195 0.006 -0.001 0.000
H 2.279356 3.600668 -5.340440 0.000 0.001 0.000
H 3.139401 5.284281 -3.754922 0.001 0.000 0.000
H 2.956968 4.893210 -1.318021 0.001 0.000 0.000
H 1.941035 2.867187 -0.438358 0.002 -0.001 -0.001
Cl -2.765248 -0.829801 1.274306 0.000 -0.004 0.000
C -1.453343 -1.825336 1.819508 -0.001 0.006 0.002
Cl 0.064910 -0.836158 2.126223 -0.016 -0.002 -0.011
H -1.176237 -2.556965 1.070021 0.001 0.000 -0.003
H -1.669542 -2.265417 2.786725 0.003 0.000 0.000
Cl -0.671672 2.049539 0.424019 0.014 -0.044 0.009
C 6.077009 -1.885085 2.151198 0.002 0.000 0.001
C 6.434806 -1.262190 0.806225 -0.001 0.001 -0.001
C 5.899387 -2.084378 -0.361136 0.002 -0.001 -0.001
C 6.001323 0.202402 0.718189 0.001 0.002 0.000
N 4.534257 0.351914 0.822230 0.000 0.002 -0.006
C 3.601874 0.245205 -0.103484 0.005 0.014 0.001
N 2.430481 0.372967 0.507880 -0.016 -0.015 -0.009
N 2.689254 0.558096 1.832532 0.001 0.023 -0.006
N 3.939235 0.551753 2.017859 -0.001 -0.017 0.004
H 6.503449 -2.884324 2.223708 0.000 -0.001 0.000
H 4.995187 -1.987670 2.272410 0.000 -0.001 0.000
H 6.457269 -1.296458 2.986231 0.000 0.000 0.000
H 7.524157 -1.215711 0.722208 0.002 0.001 0.000
H 4.814404 -2.219746 -0.294295 0.000 0.000 0.000
H 6.332254 -3.083297 -0.346499 0.001 0.000 0.000
H 6.143622 -1.636314 -1.327195 0.001 0.001 0.000
H 6.291157 0.653318 -0.230246 0.001 0.002 0.001
H 6.407408 0.796279 1.534344 0.000 0.000 0.000
H 3.775784 0.088550 -1.154788 -0.001 -0.002 0.001
```
Positions in Å, forces in eV/Å.



# 4
Formula: C18H18F14NO11S
Source: the OMol25 dataset
Level of theory: ωB97M-V/def2-TZVPD

Values from the calculation:
HOMO-LUMO gap, eV: 6.45
Charge: -1

```
63
Properties=species:S:1:pos:R:3:forces:R:3
O -0.207611 4.094223 -0.770536 -0.937 -0.050 -0.268
S -0.456581 4.032947 0.661917 2.506 -0.167 0.309
O 0.350217 4.991905 1.386472 -0.383 0.282 0.395
N -0.339549 2.653472 1.331988 -1.180 0.303 -0.603
C -1.163338 1.593878 0.725276 0.734 -0.316 0.622
C -0.306588 0.532693 0.047192 -0.526 -0.385 -0.625
C 0.068492 0.868135 -1.396422 -0.204 -0.127 0.308
C -1.034727 0.551389 -2.390164 0.647 0.095 -0.046
F -0.753898 -0.653719 -2.980121 -0.254 -0.274 -0.133
F -2.260861 0.413353 -1.845274 -0.276 0.173 0.148
C -1.154312 1.560196 -3.560840 -0.307 0.125 -0.303
F -0.949590 2.818034 -3.182302 -0.012 -0.240 -0.088
F -2.377333 1.505082 -4.128846 0.186 -0.078 0.046
F -0.262928 1.250400 -4.522810 0.044 0.221 0.133
C -2.176727 4.749941 0.934169 0.384 -0.755 0.079
F -2.099727 6.090478 0.889544 -0.168 0.242 -0.418
F -2.526335 4.424725 2.197801 -0.152 0.103 0.214
C -3.326789 4.219424 0.011884 -0.275 0.879 0.491
F -2.907503 3.811794 -1.186500 0.065 -0.120 -0.090
F -3.937827 3.200843 0.655988 0.004 -0.403 -0.246
C -4.437974 5.276475 -0.209187 -0.037 -0.030 0.082
F -4.001464 6.295104 -0.966362 0.115 -0.107 -0.197
F -4.821718 5.774600 0.983991 -0.069 -0.049 0.081
C -5.722473 4.727672 -0.887268 -0.468 0.758 -0.230
F -5.467877 4.119469 -2.045063 -0.033 -0.156 0.361
F -6.429203 3.936359 -0.082028 0.263 -0.114 -0.251
F -6.504333 5.799195 -1.166960 0.094 -0.273 0.059
H -1.706726 1.098076 1.532387 -0.141 0.026 0.099
H -1.915589 1.919162 0.010852 -0.035 0.195 -0.094
H -0.872316 -0.401429 0.014566 -0.014 -0.063 0.113
H 0.604994 0.309268 0.592501 0.097 0.294 0.260
H 0.433841 1.883215 -1.486805 -0.224 0.275 0.013
H 0.885062 0.224402 -1.665616 0.233 -0.186 -0.334
C 1.545270 -4.262737 1.419184 0.268 -0.085 -0.027
C 1.099628 -3.318549 2.510453 0.091 0.097 0.245
O 0.136243 -2.500964 1.841178 0.072 -0.326 -0.131
C -0.340264 -3.201766 0.780424 0.064 0.189 0.112
O -1.262653 -2.876916 0.116553 -0.252 -0.064 -0.135
O 0.389100 -4.334535 0.583547 0.021 0.011 0.098
H 1.810690 -5.246052 1.795804 -0.126 -0.052 -0.051
H 2.378804 -3.864531 0.836727 -0.041 0.069 0.002
H 0.608689 -3.837669 3.336545 -0.010 -0.032 -0.033
H 1.909849 -2.711478 2.905396 -0.091 0.164 -0.072
C 4.944999 3.022533 -2.482729 0.100 0.115 -0.066
C 3.569275 3.655983 -2.518973 0.012 0.281 -0.003
O 2.718010 2.536576 -2.286539 0.166 -0.061 -0.107
C 3.425134 1.590980 -1.633490 -0.202 0.260 0.056
O 2.947551 0.624785 -1.142349 0.495 -0.360 0.157
O 4.747943 1.907080 -1.609832 -0.030 0.035 -0.080
H 5.710905 3.686316 -2.089199 0.013 -0.112 0.154
H 5.260943 2.652467 -3.460969 -0.040 -0.019 0.000
H 3.416662 4.384240 -1.720966 -0.015 -0.045 0.035
H 3.338400 4.122364 -3.473210 -0.149 -0.134 -0.025
C 1.706786 -9.517841 2.740187 -0.091 -0.140 -0.067
C 1.458190 -8.159828 2.122189 -0.145 0.015 -0.186
O 1.900878 -7.269849 3.153380 0.006 -0.189 -0.023
C 2.790512 -7.937678 3.933513 -0.036 -0.028 -0.051
O 3.461993 -7.435376 4.767799 0.124 0.100 0.153
O 2.802165 -9.257899 3.622592 -0.090 0.064 -0.079
H 1.974283 -10.276320 2.009290 0.172 -0.009 0.077
H 0.857795 -9.871897 3.327702 -0.002 0.046 0.015
H 2.059197 -7.989300 1.227081 0.035 -0.019 0.025
H 0.412317 -7.982897 1.885294 0.002 0.154 0.121
```
Positions in Å, forces in eV/Å.



# 5
Formula: C4H5N3O2
Source: the OMol25 dataset
Level of theory: ωB97M-V/def2-TZVPD

Values from the calculation:
HOMO-LUMO gap (spin up / spin down), eV: 8.15 / 7.91
Charge: 0

```
14
Properties=species:S:1:pos:R:3:forces:R:3
N -1.271594 -0.366716 -1.100292 -0.167 -0.099 0.169
C -1.642689 0.211277 0.088936 -0.009 -1.213 0.216
C -0.270238 -0.412643 0.041727 -0.423 0.293 -0.533
C 0.907068 0.484630 0.055477 -0.229 0.895 1.866
N 0.102601 -1.758895 0.408772 -0.124 0.083 -0.024
C 0.788374 1.905769 0.281959 0.438 -0.984 -0.878
O 2.092271 -0.100112 0.051357 -0.052 -0.039 -0.831
N -0.064971 2.149742 -0.612878 0.298 0.064 -0.141
O -2.582286 0.547391 0.733991 0.310 0.384 -0.290
H 1.923616 -1.067893 -0.058520 0.011 0.275 0.026
H -1.046183 0.233091 -1.886084 0.100 0.112 0.102
H -0.423028 -2.427653 -0.141406 -0.040 0.076 0.063
H -0.063165 -1.938154 1.393302 0.038 -0.014 -0.075
H 1.550222 2.540166 0.743658 -0.150 0.167 0.331
```
Positions in Å, forces in eV/Å.



# 6
Formula: CH7N2PS
Source: the OMol25 dataset
Level of theory: ωB97M-V/def2-TZVPD

Values from the calculation:
HOMO-LUMO gap (spin up / spin down), eV: 7.91 / 7.78
Charge: 0

```
12
Properties=species:S:1:pos:R:3:forces:R:3
C 0.878075 0.064227 0.899498 -2.057 -1.180 1.366
N 0.192829 -2.253387 0.527411 -0.363 1.270 2.282
N 0.502426 -1.071656 0.047296 0.489 -2.049 -0.343
P 0.562080 -0.855492 -1.596419 0.596 1.496 -1.163
S -1.369797 2.823363 -1.106921 0.333 0.479 -0.721
H -0.060455 0.558010 1.050037 -0.561 0.697 0.263
H 1.162665 -0.293096 1.900257 0.471 0.040 -0.614
H 1.512631 0.760511 0.446735 1.265 0.605 -0.721
H 0.063716 -2.106132 1.578390 0.383 -0.430 -1.467
H -2.184074 3.418683 -0.225100 0.049 0.305 -0.215
H 0.153953 -2.119483 -2.028744 -0.223 -0.433 0.377
H -1.148881 3.918548 -1.935488 -0.381 -0.800 0.956
```
Positions in Å, forces in eV/Å.